# 1
{"formula": "C5H9ClI2O2PYb", "method": "ωB97M-V/def2-TZVPD", "homo_lumo_gap_ev": [5.304, 5.294], "total_charge": 2, "homo_energy_ev": [-15.241, -15.227], "e_tot_ev": -78948.387, "spin_multiplicity": 2, "symbols": ["Yb", "I", "I", "Cl", "P", "O", "O", "C", "C", "C", "C", "C", "H", "H", "H", "H", "H", "H", "H", "H", "H"], "coordinates": [[2.1118, -0.6154, 2.0425], [-2.1472, -0.7094, 4.1124], [1.9770, 1.9948, 3.2744], [1.3327, -1.8576, -0.5583], [-0.2010, 0.1539, -0.9243], [2.7521, -3.2387, 4.4941], [-1.1766, 0.6619, 1.9241], [-1.0909, -0.9523, -1.8270], [-1.3680, 1.5277, -0.7158], [-0.7399, 0.2691, 0.9604], [0.9891, 0.8122, -1.9067], [2.3155, -2.5086, 3.6886], [0.5046, 1.1284, -2.8165], [-1.3795, -0.4847, -2.7524], [-1.6155, 1.7860, -1.7436], [1.7143, 0.0528, -2.1015], [-2.1928, 1.1520, -0.1608], [-1.9805, -1.3211, -1.3267], [-0.4568, -1.7981, -2.0051], [-0.8521, 2.2908, -0.1913], [1.5037, 1.6563, -1.4666]], "nbo_charge": [1.39, 0.05, -0.59, -0.50, 1.65, -0.31, -0.27, -1.07, -0.97, 0.57, -1.07, 0.42, 0.32, 0.31, 0.29, 0.31, 0.26, 0.31, 0.31, 0.27, 0.31]}

***

# 2
{"formula": "C5H9ClN2", "method": "ωB97M-V/def2-TZVPD", "relative_energy_kcal_mol": 26.0, "homo_lumo_gap_ev": 9.503, "smiles": "N[C@]12CCN[C@H]1[C@@H]2Cl", "homo_energy_ev": -8.503, "e_tot_ev": -20832.727, "symbols": ["Cl", "N", "N", "C", "C", "C", "C", "C", "H", "H", "H", "H", "H", "H", "H", "H", "H"], "coordinates": [[-0.7804, -1.3420, -2.6234], [-1.2034, 0.0233, 1.2227], [1.6925, -1.1395, -0.7188], [-0.7633, -0.8308, 0.1432], [0.5676, -0.3374, -0.3588], [0.8759, 0.9168, 0.4471], [-0.4723, 1.2918, 1.1047], [-0.6383, -0.2464, -1.2517], [-1.0166, -1.8831, 0.2391], [-0.3604, 1.7734, 2.0716], [-1.0840, 0.7025, -1.4718], [-2.2183, 0.1639, 1.1901], [1.5196, -1.6852, -1.5328], [1.9452, -1.7628, 0.0194], [1.2991, 1.7165, -0.1665], [1.6393, 0.6468, 1.2220], [-1.0023, 1.9922, 0.4639]], "nbo_charge": [-0.04, -0.61, -0.82, -0.09, 0.09, -0.40, -0.23, -0.25, 0.22, 0.20, 0.22, 0.36, 0.37, 0.36, 0.22, 0.22, 0.17]}

***

Repeat the second record exactly.
{"formula": "C5H9ClN2", "method": "ωB97M-V/def2-TZVPD", "relative_energy_kcal_mol": 26.0, "homo_lumo_gap_ev": 9.503, "smiles": "N[C@]12CCN[C@H]1[C@@H]2Cl", "homo_energy_ev": -8.503, "e_tot_ev": -20832.727, "symbols": ["Cl", "N", "N", "C", "C", "C", "C", "C", "H", "H", "H", "H", "H", "H", "H", "H", "H"], "coordinates": [[-0.7804, -1.3420, -2.6234], [-1.2034, 0.0233, 1.2227], [1.6925, -1.1395, -0.7188], [-0.7633, -0.8308, 0.1432], [0.5676, -0.3374, -0.3588], [0.8759, 0.9168, 0.4471], [-0.4723, 1.2918, 1.1047], [-0.6383, -0.2464, -1.2517], [-1.0166, -1.8831, 0.2391], [-0.3604, 1.7734, 2.0716], [-1.0840, 0.7025, -1.4718], [-2.2183, 0.1639, 1.1901], [1.5196, -1.6852, -1.5328], [1.9452, -1.7628, 0.0194], [1.2991, 1.7165, -0.1665], [1.6393, 0.6468, 1.2220], [-1.0023, 1.9922, 0.4639]], "nbo_charge": [-0.04, -0.61, -0.82, -0.09, 0.09, -0.40, -0.23, -0.25, 0.22, 0.20, 0.22, 0.36, 0.37, 0.36, 0.22, 0.22, 0.17]}